Molecular formula: C5H13NO
Method: DFT, ωB97M-V/def2-TZVPD

The geometry in XYZ format:
```
20
C5H13NO ωB97M-V/def2-TZVPD
C 0.6679 1.0188 -1.5259
C -0.1074 0.5241 -0.2906
C 0.5145 0.9763 1.0379
C 1.8550 0.8102 1.3152
C -1.6812 0.4725 2.1296
N -0.4278 1.3313 1.9764
H 1.7253 0.7263 -1.4354
H 0.8151 2.1046 -1.5363
H 0.2971 0.5803 -2.4509
H -1.1272 0.9198 -0.3117
H 0.0601 -0.5547 -0.2023
H 2.3106 1.2015 2.2254
H 2.5472 0.3810 0.5896
H -2.4707 1.0943 1.7125
H -1.4450 -0.4294 1.5905
H -1.9103 0.2464 3.1644
H 0.0947 1.4407 2.8455
H -1.1509 -4.1128 -3.1092
H 0.1118 -4.6317 -3.7780
O -0.6787 -4.0996 -3.9467
```

Properties
Frontier orbital gap (spin up / spin down) = 9.853 / 6.222 eV
Spin multiplicity = 2
Expectation value of S² = 0.769
E_HOMO (spin up / spin down) = -13.637 / -13.637 eV
Energy above the lowest of the compared OMol25 structures with the same formula, charge and spin = 32.7 kcal/mol
Calculated total energy = -327.9632 hartree
Total charge = +1